Below is 5 unconnected molecules or ions with the total composition C25H40F9N2O8S4 at a distorted geometry, with properties calculated with ωB97M-V with the def2-TZVPD basis set.

```
! wB97M-V def2-TZVPD RIJCOSX def2/J DEFGRID3
* xyz 1 1
F 4.97 -3.79 0.78
C 6.10 -3.12 1.02
F 6.16 -2.76 2.29
F 7.11 -3.95 0.78
C 6.24 -1.91 0.06
F 6.55 -2.43 -1.14
F 7.25 -1.14 0.44
C 4.95 -1.07 -0.18
F 4.05 -1.77 -0.89
F 5.36 -0.05 -0.98
C 4.29 -0.43 1.08
F 3.81 0.77 0.71
F 5.26 -0.20 2.00
C 3.21 -1.32 1.70
C 1.81 -0.68 1.81
C 0.76 -1.28 0.94
C 0.51 -1.13 -0.38
N -0.62 -1.87 -0.66
C -1.02 -2.46 0.44
N -0.22 -2.14 1.43
H 3.54 -1.58 2.70
H 3.12 -2.26 1.18
H 1.79 0.39 1.65
H 1.47 -0.84 2.83
H 1.03 -0.53 -1.10
H -1.07 -1.94 -1.56
H -1.90 -3.09 0.51
H -0.30 -2.46 2.38
C -0.29 -6.85 -2.28
C -1.64 -7.16 -2.95
C -2.72 -7.00 -1.87
S -2.10 -5.80 -0.70
O -1.89 -6.44 0.58
O -2.86 -4.57 -0.79
C -0.51 -5.56 -1.48
H 0.50 -6.73 -3.01
H -0.01 -7.66 -1.61
H -1.82 -6.45 -3.76
H -1.65 -8.16 -3.38
H -3.66 -6.64 -2.28
H -2.89 -7.93 -1.33
H 0.25 -5.39 -0.72
H -0.59 -4.70 -2.14
C 2.30 -1.01 -6.21
C 3.18 -1.98 -5.41
C 2.81 -1.83 -3.93
S 1.09 -1.30 -3.91
O 1.01 0.03 -3.35
O 0.26 -2.37 -3.38
C 0.88 -1.20 -5.68
H 2.35 -1.21 -7.28
H 2.62 0.01 -6.04
H 2.98 -3.01 -5.74
H 4.24 -1.79 -5.57
H 2.90 -2.76 -3.38
H 3.39 -1.06 -3.45
H 0.21 -0.38 -5.91
H 0.45 -2.15 -6.01
C -1.47 3.74 1.90
C -1.83 3.88 3.39
C -1.92 2.47 3.97
S -0.83 1.44 2.99
O -1.61 0.46 2.27
O 0.31 1.04 3.78
C -0.33 2.72 1.84
H -1.18 4.69 1.46
H -2.34 3.37 1.35
H -1.04 4.44 3.90
H -2.75 4.43 3.52
H -1.60 2.42 5.01
H -2.93 2.06 3.87
H -0.19 2.29 0.85
H 0.60 3.15 2.20
C -5.13 8.99 1.80
C -5.50 9.14 3.28
C -5.58 7.72 3.87
S -4.46 6.71 2.90
O -5.22 5.71 2.19
O -3.32 6.33 3.70
C -3.98 8.00 1.75
H -4.85 9.95 1.35
H -5.98 8.60 1.24
H -4.73 9.71 3.79
H -6.44 9.67 3.41
H -5.27 7.69 4.91
H -6.57 7.30 3.77
H -3.81 7.56 0.77
H -3.05 8.44 2.12
*
```

Computed properties:
* highest occupied orbital energy: -12.24 eV
* orbital gap: 10.45 eV

Mulliken population analysis, charges in e, atoms 1 to 6:
1 F -0.23
2 C 0.63
3 F -0.23
4 F -0.26
5 C 0.60
6 F -0.30


Below is a molecular structure, C25H40MnN7O2P at a distorted geometry, with properties calculated with ωB97M-V with the def2-TZVPD basis set.

```
! wB97M-V def2-TZVPD RIJCOSX def2/J DEFGRID3
* xyz 0 2
Mn -0.09 -0.08 -0.24
C -2.98 1.26 -1.37
C -2.08 2.43 -1.78
N -0.68 2.22 -1.41
C -0.09 3.37 -0.73
C -0.67 3.54 0.69
N -0.69 2.27 1.41
C -1.94 1.90 2.07
C -3.06 1.64 1.06
N -2.62 0.77 -0.04
H -4.03 1.57 -1.44
H -2.81 0.43 -2.06
H -2.19 2.59 -2.86
H -2.44 3.34 -1.30
H -0.13 1.96 -2.22
H 0.99 3.21 -0.66
H -0.25 4.30 -1.29
H -0.07 4.29 1.22
H -1.68 3.95 0.63
H 0.07 2.23 2.07
H -1.74 0.98 2.62
H -2.28 2.65 2.80
H -3.91 1.22 1.60
H -3.39 2.59 0.64
H -2.99 -0.16 0.08
O 1.78 -2.81 6.57
N 0.86 -2.92 5.74
O -0.10 -3.69 5.93
C 0.93 -2.15 4.56
C 2.04 -1.31 4.42
C 2.21 -0.50 3.31
C 3.30 0.41 3.16
C 3.33 1.22 2.06
C 2.33 1.12 1.09
N 1.33 0.23 1.15
C 1.26 -0.54 2.26
C 0.13 -1.41 2.37
N -0.73 -1.39 1.32
C -1.83 -2.14 1.40
C -2.14 -2.91 2.50
C -1.26 -2.96 3.58
C -0.08 -2.21 3.53
H 2.77 -1.30 5.22
H 4.06 0.46 3.93
H 4.12 1.96 1.93
H 2.32 1.80 0.25
H -2.49 -2.11 0.55
H -3.05 -3.49 2.51
H -1.48 -3.56 4.44
C 2.30 -0.18 -3.78
P 2.36 0.53 -2.08
C 3.90 -0.32 -1.51
C 3.09 2.17 -2.54
H 3.22 0.03 -4.32
H 1.46 0.25 -4.33
H 2.15 -1.25 -3.71
H 4.64 -0.36 -2.32
H 3.65 -1.34 -1.21
H 4.32 0.19 -0.65
H 3.98 2.04 -3.16
H 3.36 2.74 -1.65
H 2.35 2.75 -3.11
C -1.34 -1.36 -3.92
C -1.17 -1.93 -2.49
C -0.22 -3.14 -2.55
C -2.55 -2.45 -2.03
N -0.62 -0.93 -1.64
H -1.52 -2.16 -4.63
H -0.43 -0.83 -4.21
H -2.17 -0.66 -3.96
H -0.74 -4.02 -2.94
H 0.15 -3.36 -1.55
H 0.63 -2.93 -3.19
H -3.00 -3.08 -2.81
H -3.23 -1.63 -1.82
H -2.44 -3.06 -1.13
*
```

Computed properties:
* highest occupied orbital energy (spin up / spin down): -6.52 / -4.89 eV
* expectation value of S²: 1.1109
* orbital gap (spin up / spin down): 5.33 / 3.56 eV

Mulliken population analysis, charges in e, atoms 1 to 6:
1 Mn 0.79
2 C -0.41
3 C -0.95
4 N 0.01
5 C -0.53
6 C -1.05


Below is 2 unconnected molecules or ions with the total composition C25H40N2O11S at a distorted geometry, with properties calculated with ωB97M-V with the def2-TZVPD basis set.

```
! wB97M-V def2-TZVPD RIJCOSX def2/J DEFGRID3
* xyz 0 1
C -4.01 3.79 -0.55
C -4.46 2.56 0.22
O -3.41 1.67 0.54
C -3.03 0.81 -0.53
C -1.51 0.67 -0.54
O -1.11 -0.69 -0.45
C -0.12 -0.89 0.54
C 0.39 -2.33 0.53
C -0.29 -3.17 1.65
C -1.58 -3.85 1.24
O -2.52 -2.88 0.77
C -3.15 -3.18 -0.38
O -3.55 -4.26 -0.67
O 0.14 -3.07 -0.69
C 1.05 -4.08 -0.70
O 0.96 -5.03 -1.38
O 2.05 -3.82 0.16
C 1.92 -2.44 0.57
C 2.45 -2.18 1.99
C 3.92 -2.61 2.20
C 4.81 -1.57 2.87
C 4.20 -0.97 4.13
S 5.28 0.20 5.02
C 6.53 -0.85 5.60
N 6.80 -1.15 6.83
N 7.90 -1.98 6.81
C 8.22 -2.12 5.57
O 7.41 -1.43 4.73
C 2.68 -1.52 -0.39
C 2.16 -1.30 -1.82
C 2.60 -2.33 -2.87
C 4.10 -2.41 -2.94
O 4.81 -1.50 -3.22
O 4.61 -3.67 -2.70
H -3.47 3.55 -1.46
H -3.45 4.47 0.09
H -4.91 4.33 -0.86
H -4.89 2.89 1.17
H -5.27 2.05 -0.32
H -3.51 -0.16 -0.40
H -3.36 1.26 -1.46
H -1.12 1.07 -1.48
H -1.14 1.28 0.28
H 0.70 -0.18 0.35
H -0.52 -0.65 1.53
H -0.46 -2.57 2.54
H 0.38 -3.98 1.95
H -2.00 -4.33 2.12
H -1.43 -4.65 0.51
H -3.25 -2.31 -1.04
H 2.33 -1.11 2.16
H 1.84 -2.69 2.73
H 3.91 -3.49 2.84
H 4.38 -2.93 1.26
H 5.04 -0.76 2.17
H 5.76 -2.04 3.09
H 3.33 -0.36 3.90
H 3.88 -1.73 4.84
H 9.02 -2.71 5.17
H 3.71 -1.89 -0.45
H 2.76 -0.54 0.07
H 2.57 -0.34 -2.15
H 1.08 -1.18 -1.85
H 2.25 -1.96 -3.84
H 2.17 -3.32 -2.74
H 4.87 -3.74 -1.77
C -5.61 7.50 -4.46
C -6.97 6.88 -4.18
C -6.59 5.46 -3.79
O -5.30 5.55 -3.17
C -4.74 6.84 -3.39
H -5.60 8.59 -4.40
H -5.26 7.22 -5.46
H -7.45 7.39 -3.34
H -7.65 6.91 -5.03
H -6.51 4.81 -4.67
H -7.29 5.00 -3.09
H -4.78 7.41 -2.45
H -3.70 6.73 -3.69
*
```

Computed properties:
* highest occupied orbital energy: -9.76 eV
* structure (SMILES): CCOCCOC[C@@]1(CCOC=O)OC(=O)O[C@@]1(CCCCSc1nnco1)CCCC(=O)O.C1CCOC1
* orbital gap: 9.84 eV

Mulliken population analysis, charges in e, atoms 1 to 6:
1 C -0.83
2 C -0.56
3 O -0.39
4 C -0.23
5 C -0.86
6 O -0.07